# 1
12
Properties=species:S:1:pos:R:3:forces:R:3:nbo_charge:R:1 method="wB97M-V/def2-TZVPD" max_force_ev_per_a=4.503 molar_mass_g_mol=99.09 charge=0 gap_ev=10.2 smiles="C=C=CC(=O)NO" total_energy_ev=-9810.074
C -0.441011 0.667276 -0.381059 -0.69 1.83 0.57 -0.399
H 2.524171 0.008223 0.635509 1.27 -2.56 3.48 0.208
H 2.931086 1.058287 -0.605429 -0.60 0.30 -0.67 0.229
O -1.649955 0.050701 -2.327764 0.30 -0.35 0.45 -0.593
C 0.846589 0.650224 -0.251770 -0.36 0.08 -0.18 0.132
O -1.871069 -1.219474 0.966209 -0.10 0.20 0.59 -0.552
H -1.165361 1.445896 -0.005485 1.50 -0.31 0.40 0.261
N -2.055477 -1.021169 -0.401126 1.27 -0.24 0.57 -0.314
C 2.122656 0.568620 -0.073632 -0.37 2.12 -2.56 -0.460
H -0.938715 -1.396682 1.225772 -0.63 0.06 -1.11 0.484
C -1.357296 -0.149525 -1.157498 -0.81 -0.46 -1.31 0.611
H -2.834070 -1.494686 -0.777435 -0.78 -0.66 -0.24 0.393

***

# 2
12
Properties=species:S:1:pos:R:3:forces:R:3:nbo_charge:R:1 method="wB97M-V/def2-TZVPD" max_force_ev_per_a=5.447 molar_mass_g_mol=99.09 charge=0 gap_ev=8.5 smiles="O=CC1=C([O-])C[NH2+]1" total_energy_ev=-9810.426
H -0.139544 -2.168609 0.390184 0.28 -0.61 -0.45 0.230
N 1.002162 -0.468004 -0.011800 -1.92 -0.19 1.89 -0.526
C -1.124298 -0.401763 0.160115 1.35 1.52 1.76 0.470
H 1.625828 -0.843782 0.675245 0.47 -0.28 0.25 0.411
H -0.205806 -1.761939 -1.379115 0.46 -0.04 -0.39 0.232
C -0.104150 -1.395903 -0.373203 -0.76 -0.73 0.80 -0.334
H -0.951252 2.593779 0.614974 0.45 0.45 -0.34 0.157
O 0.800315 2.415410 -0.588591 -1.04 0.73 0.99 -0.575
C -0.047843 0.444128 0.717422 -0.93 3.35 -1.64 -0.322
C -0.060667 2.088846 0.200507 1.28 -5.29 0.13 0.424
H 1.515607 -0.079762 -0.726714 1.27 1.35 -2.33 0.410
O -2.310354 -0.422401 0.320976 -0.90 -0.27 -0.67 -0.578

***

# 3
12
Properties=species:S:1:pos:R:3:forces:R:3:nbo_charge:R:1 method="wB97M-V/def2-TZVPD" max_force_ev_per_a=1.428 molar_mass_g_mol=99.09 charge=0 gap_ev=9.2 total_energy_ev=-9812.867
O 1.799377 1.060219 0.625233 -0.55 0.01 -0.03 -0.512
H 1.229470 -1.268439 1.434445 -0.13 0.03 -0.03 0.226
H 0.057576 2.043996 0.367090 0.03 -0.05 -0.02 0.118
C -0.289231 -0.118988 0.579934 0.19 -0.25 0.14 0.036
C 0.595203 1.085577 0.518093 0.43 0.05 0.08 0.395
H -0.387720 -2.158178 1.189181 0.01 0.12 -0.05 0.198
O 1.584860 0.164224 -3.017442 -1.11 0.27 0.74 -0.484
C 0.661395 0.407971 -2.405953 1.12 -0.27 -0.84 0.492
H -2.172739 -0.716158 0.134652 0.05 0.11 0.03 0.378
N -1.609500 0.123387 0.182072 0.01 -0.12 -0.12 -0.810
C 0.203048 -1.253487 1.087500 -0.06 0.13 -0.04 -0.414
H -1.671738 0.629877 -0.694805 0.01 -0.02 0.14 0.379

***

# 4
12
Properties=species:S:1:pos:R:3:forces:R:3:nbo_charge:R:1 method="wB97M-V/def2-TZVPD" max_force_ev_per_a=0.533 molar_mass_g_mol=99.09 charge=0 gap_ev=10.3 total_energy_ev=-9811.180
H -1.118022 2.114755 0.139320 0.12 -0.06 0.05 0.205
C -0.661917 1.221611 0.545746 -0.16 0.46 -0.21 0.199
H 0.855513 -0.933652 -1.654729 0.01 0.15 0.03 0.231
H 2.167428 0.033737 -0.968770 -0.14 -0.02 0.01 0.236
C 0.282408 0.257641 0.008711 0.05 -0.16 -0.25 0.104
C 1.102982 0.039627 -1.220849 0.00 0.01 -0.04 -0.639
H 0.931860 0.811353 -1.974692 0.02 -0.04 0.12 0.229
N -1.447423 0.179095 1.280142 0.14 -0.24 -0.13 -0.512
H -1.463665 -2.267470 1.280167 0.12 -0.05 0.00 0.499
O -0.663975 -2.003570 0.795726 -0.11 0.05 0.15 -0.640
O 0.666576 1.226401 1.015750 0.09 -0.01 0.16 -0.458
C -0.651764 -0.679530 0.753478 -0.13 -0.10 0.11 0.544

***

# 5
12
Properties=species:S:1:pos:R:3:forces:R:3:nbo_charge:R:1 method="wB97M-V/def2-TZVPD" max_force_ev_per_a=2.408 molar_mass_g_mol=99.09 charge=0 gap_ev=8.7 total_energy_ev=-9809.262
C -1.441698 -0.616279 -0.412399 1.17 0.32 0.83 -0.267
H 3.086920 0.127971 0.267298 -0.23 0.12 0.08 0.140
H -2.223393 -1.085070 0.178573 0.04 0.35 -0.10 0.228
C 2.040655 0.448833 0.457295 0.17 1.11 0.33 0.348
O 1.745824 1.525128 0.935573 0.42 -1.38 -0.46 -0.456
N -0.275039 -0.199756 0.315661 -0.09 -0.89 -0.14 -0.485
C 1.007035 -0.580070 0.009965 -0.25 -0.69 -0.36 0.572
O 1.328649 -1.648066 -0.495899 -0.32 1.23 0.56 -0.551
H -1.599553 0.708052 -0.906826 0.53 0.66 0.60 0.248
C -0.868909 1.092320 0.114788 -1.34 -1.15 -1.64 -0.185
H -1.578193 1.288572 0.922967 0.02 -0.03 0.15 0.166
H -1.222303 -1.061636 -1.386991 -0.11 0.36 0.15 0.241

***

# 6
13
Properties=species:S:1:pos:R:3:forces:R:3:nbo_charge:R:1 method="wB97M-V/def2-TZVPD" max_force_ev_per_a=2.111 molar_mass_g_mol=131.16 charge=0 gap_ev=8.1 smiles="NC(=S)C(=O)[C@H]1CO1" total_energy_ev=-20647.791
C 1.450746 1.386956 -1.181343 1.70 0.06 -0.08 -0.078
S -0.474603 -0.042495 2.597395 0.16 0.42 0.36 -0.050
C -0.264827 -0.237156 -0.185076 0.11 0.36 -1.67 0.503
N -1.313813 -1.992281 1.000416 0.69 1.48 -0.06 -0.753
H -1.515376 -2.554823 1.800987 -0.16 -0.12 0.20 0.408
O -0.336187 -0.969769 -1.161091 0.09 0.76 1.05 -0.517
H -1.361400 -2.361135 0.059077 0.07 -0.02 0.19 0.422
H 1.765415 0.480658 -1.687530 0.39 0.12 -0.15 0.192
H 2.194524 2.178654 -0.986177 -0.35 -0.60 0.06 0.192
C -0.722617 -0.768298 1.175098 -0.61 -1.83 -0.86 -0.030
C 0.293209 1.187892 -0.334244 -1.00 -0.32 1.63 -0.060
O 0.207459 1.831157 -1.582458 -1.29 -0.15 -0.89 -0.449
H 0.077469 1.860641 0.484947 0.22 -0.16 0.21 0.219